{"formula": "C38H84ClF3N13O29PS", "method": "wB97M-V/def2-TZVPD", "species": ["C", "C", "C", "C", "C", "C", "C", "C", "C", "C", "C", "C", "C", "C", "C", "C", "C", "C", "C", "C", "F", "F", "F", "C", "O", "S", "O", "O", "C", "Cl", "C", "C", "C", "C", "N", "P", "O", "O", "H", "H", "H", "H", "H", "H", "H", "H", "H", "H", "H", "H", "H", "H", "H", "H", "H", "H", "H", "H", "H", "H", "H", "H", "H", "H", "H", "H", "H", "H", "H", "H", "H", "H", "H", "H", "H", "H", "H", "H", "H", "H", "H", "H", "H", "H", "H", "H", "C", "N", "O", "O", "H", "H", "H", "C", "N", "O", "O", "H", "H", "H", "C", "N", "O", "O", "H", "H", "H", "C", "N", "O", "O", "H", "H", "H", "C", "N", "O", "O", "H", "H", "H", "C", "N", "O", "O", "H", "H", "H", "C", "N", "O", "O", "H", "H", "H", "C", "N", "O", "O", "H", "H", "H", "C", "N", "O", "O", "H", "H", "H", "C", "N", "O", "O", "H", "H", "H", "C", "N", "O", "O", "H", "H", "H", "C", "N", "O", "O", "H", "H", "H"], "coordinates": [[-7.579, -1.229, -11.201], [-6.100, -1.599, -11.093], [-5.868, -2.886, -10.280], [-5.582, -2.642, -8.782], [-4.241, -3.232, -8.287], [-4.308, -3.862, -6.876], [-3.167, -3.421, -5.935], [-3.553, -2.282, -4.963], [-3.206, -2.586, -3.501], [-2.832, -1.347, -2.661], [-1.698, -1.651, -1.680], [-1.463, -0.516, -0.665], [-0.921, -1.013, 0.695], [0.256, -0.171, 1.200], [-0.165, 1.233, 1.674], [0.582, 1.719, 2.937], [1.200, 3.139, 2.818], [2.657, 3.273, 3.322], [3.790, 3.274, 2.252], [3.559, 2.190, 1.178], [4.661, 1.959, 0.457], [2.614, 2.537, 0.300], [3.186, 1.017, 1.696], [3.634, 4.629, 1.578], [4.467, 4.774, 0.389], [5.959, 5.004, 0.806], [6.124, 6.259, 1.502], [6.781, 4.856, -0.348], [6.394, 3.754, 2.072], [7.456, 2.568, 1.288], [5.228, 3.144, 2.920], [5.456, 1.656, 3.323], [6.521, 1.278, 4.356], [7.926, 1.810, 4.358], [6.240, 0.427, 5.265], [5.429, 4.105, 4.566], [4.731, 5.575, 4.277], [4.434, 3.373, 5.610], [-8.047, -1.172, -10.214], [-8.111, -2.003, -11.758], [-7.706, -0.261, -11.687], [-5.534, -0.762, -10.676], [-5.725, -1.758, -12.108], [-5.070, -3.460, -10.756], [-6.784, -3.478, -10.357], [-6.384, -3.081, -8.187], [-5.561, -1.564, -8.611], [-3.898, -3.982, -9.005], [-3.490, -2.437, -8.268], [-5.262, -3.579, -6.427], [-4.310, -4.949, -6.967], [-2.311, -3.111, -6.539], [-2.871, -4.288, -5.340], [-3.069, -1.353, -5.280], [-4.629, -2.103, -5.036], [-2.368, -3.288, -3.440], [-4.059, -3.081, -3.037], [-3.687, -1.006, -2.070], [-2.522, -0.528, -3.316], [-1.931, -2.563, -1.122], [-0.770, -1.795, -2.240], [-0.728, 0.179, -1.078], [-2.389, 0.036, -0.492], [-1.703, -0.946, 1.456], [-0.604, -2.056, 0.623], [1.002, -0.084, 0.403], [0.730, -0.703, 2.030], [-1.228, 1.169, 1.923], [-0.087, 1.967, 0.870], [-0.138, 1.744, 3.756], [1.365, 1.019, 3.224], [0.612, 3.776, 3.484], [1.040, 3.549, 1.822], [2.829, 2.471, 4.034], [2.732, 4.242, 3.813], [3.911, 5.426, 2.261], [2.614, 4.807, 1.256], [7.047, 4.323, 2.739], [5.561, 1.040, 2.432], [4.511, 1.363, 3.782], [8.357, 1.633, 5.342], [8.000, 2.868, 4.122], [8.529, 1.257, 3.635], [5.276, 0.102, 5.178], [5.339, 6.120, 3.753], [4.623, 3.747, 6.485], [-6.708, -6.338, -3.137], [-5.817, -5.154, -3.216], [-4.832, -5.137, -2.513], [-6.162, -4.262, -3.968], [-6.294, -7.028, -2.412], [-7.678, -5.960, -2.825], [-6.768, -6.792, -4.122], [5.641, 0.034, 8.518], [5.082, 0.521, 9.807], [5.851, 0.763, 10.713], [3.876, 0.644, 9.872], [6.719, -0.023, 8.609], [5.209, -0.943, 8.325], [5.354, 0.741, 7.746], [-4.669, -7.343, -10.496], [-5.566, -6.787, -9.447], [-6.561, -6.198, -9.807], [-5.232, -6.963, -8.294], [-5.092, -7.108, -11.465], [-3.695, -6.882, -10.364], [-4.609, -8.415, -10.336], [-8.466, -3.104, -1.553], [-9.724, -3.901, -1.575], [-10.769, -3.326, -1.380], [-9.627, -5.096, -1.801], [-8.725, -2.073, -1.346], [-7.828, -3.509, -0.775], [-7.997, -3.210, -2.528], [6.086, 7.005, -2.441], [6.133, 8.296, -3.185], [6.830, 8.368, -4.173], [5.458, 9.202, -2.742], [6.724, 6.289, -2.939], [6.435, 7.193, -1.431], [5.052, 6.672, -2.441], [3.114, -0.447, 13.006], [3.019, -1.890, 13.355], [2.651, -2.185, 14.476], [3.317, -2.685, 12.493], [2.821, 0.135, 13.871], [4.144, -0.246, 12.724], [2.453, -0.271, 12.164], [5.900, 7.368, 7.528], [5.821, 5.975, 8.043], [5.292, 5.783, 9.109], [6.302, 5.105, 7.332], [5.437, 8.025, 8.254], [6.952, 7.602, 7.391], [5.376, 7.386, 6.577], [0.534, -3.713, 16.067], [-0.643, -3.613, 16.974], [-0.442, -3.617, 18.170], [-1.733, -3.531, 16.449], [1.430, -3.776, 16.670], [0.399, -4.603, 15.461], [0.543, -2.825, 15.446], [-6.339, -5.928, 1.841], [-6.310, -4.629, 1.115], [-5.652, -4.559, 0.098], [-6.960, -3.720, 1.589], [-5.720, -6.633, 1.300], [-5.957, -5.748, 2.841], [-7.374, -6.253, 1.880], [-12.491, -5.667, -3.291], [-12.592, -7.121, -2.990], [-12.930, -7.448, -1.873], [-12.324, -7.886, -3.892], [-12.749, -5.111, -2.399], [-11.467, -5.473, -3.589], [-13.180, -5.454, -4.104], [9.851, 7.462, -5.557], [10.663, 8.709, -5.565], [11.597, 8.783, -4.793], [10.335, 9.572, -6.349], [10.266, 6.792, -4.814], [8.828, 7.732, -5.313], [9.907, 7.032, -6.552], [5.142, 4.147, -5.832], [5.986, 5.374, -5.880], [6.906, 5.459, -5.091], [5.694, 6.207, -6.706], [5.522, 3.502, -5.050], [4.123, 4.463, -5.630], [5.208, 3.674, -6.807]], "charge": 0, "energy_ev": -160282.699}